1.
8
Properties=species:S:1:pos:R:3 method="wB97M-V/def2-TZVPD" energy_ha=-929.091225 total_charge=0 lumo_energy_ev=0.6864
S 0.122 0.272 -1.531
S -0.157 -0.930 0.994
N 1.335 0.662 -0.456
C -1.093 -0.110 -0.313
C 1.202 -0.048 0.609
H -1.879 -0.818 -0.793
H 1.957 0.270 1.351
H -1.488 0.702 0.139

2.
8
Properties=species:S:1:pos:R:3 method="wB97M-V/def2-TZVPD" energy_ha=-929.011716 total_charge=0 lumo_energy_ev="-0.4826 / -0.4823"
S 1.305 1.021 2.180
S 0.225 1.843 -0.577
N -0.240 -0.968 0.605
C -0.494 -1.136 -0.594
C 0.496 0.946 0.690
H -0.519 -0.211 -1.180
H 1.163 2.389 2.228
H -0.717 -2.095 -1.260

3.
8
Properties=species:S:1:pos:R:3 method="wB97M-V/def2-TZVPD" energy_ha=-929.025560 total_charge=0 lumo_energy_ev=-1.1516
S 0.784 -0.310 -1.865
S -0.528 -0.027 1.210
N -0.745 -0.455 -1.460
C 1.051 0.167 0.826
C -1.336 -0.176 -0.386
H 1.380 1.091 0.628
H -2.391 0.091 -0.326
H 1.785 -0.382 1.372